A structure of composition C25H72AsF6O11. Source: OMol25; level of theory: the ωB97M-V functional and the def2-TZVPD basis.

Results
**Maximum force**: 3.8 eV Å⁻¹
**Charge**: 0
**Spin multiplicity**: 2
**Kohn-Sham gap (spin up / spin down)**: 0.307 / 0.102 Ha

CARTESIAN COORDINATES (ANGSTROEM)
As: -0.160 0.513 -0.164
F: 0.047 2.305 0.002
F: -1.560 0.804 -1.302
F: -0.360 -1.327 -0.215
F: 1.195 0.234 1.017
F: -1.289 0.431 1.187
F: 1.048 0.479 -1.530
C: 1.368 2.270 3.740
C: 0.149 2.808 4.556
C: -0.999 3.032 3.598
O: -0.333 1.769 5.348
H: 2.138 1.880 4.406
H: 1.819 3.032 3.105
H: 1.136 1.401 3.124
H: 0.402 3.759 5.025
H: -0.805 3.797 2.846
H: -1.958 3.162 4.099
H: -1.108 2.108 3.030
H: -0.913 2.090 6.043
C: -4.834 -3.199 0.684
C: -4.116 -2.225 -0.299
C: -3.234 -2.999 -1.239
O: -5.032 -1.580 -1.153
H: -5.703 -2.803 1.209
H: -4.196 -3.487 1.520
H: -5.222 -4.064 0.147
H: -3.554 -1.503 0.294
H: -3.822 -3.603 -1.930
H: -2.652 -3.679 -0.616
H: -2.595 -2.301 -1.779
H: -4.531 -0.985 -1.716
C: -1.866 -2.399 2.968
C: -1.911 -1.339 4.027
C: -3.394 -0.919 4.244
O: -1.388 -1.963 5.132
H: -0.872 -2.829 2.844
H: -2.088 -2.083 1.948
H: -2.640 -3.154 3.100
H: -1.262 -0.515 3.731
H: -3.882 -0.684 3.298
H: -3.570 -0.019 4.834
H: -4.000 -1.709 4.688
H: -2.065 -2.503 5.547
C: -0.757 -0.008 -6.303
C: -0.450 -0.201 -4.768
C: -0.822 -1.606 -4.269
O: 0.900 -0.089 -4.517
H: -0.430 -0.866 -6.891
H: -0.226 0.862 -6.690
H: -1.797 0.251 -6.501
H: -0.849 0.620 -4.172
H: -1.891 -1.814 -4.236
H: -0.477 -1.844 -3.263
H: -0.327 -2.356 -4.887
H: 1.120 -0.223 -3.593
C: 3.401 2.927 -2.105
C: 4.429 3.770 -1.371
C: 5.059 3.103 -0.143
O: 5.484 4.193 -2.225
H: 3.002 3.358 -3.023
H: 2.568 2.714 -1.435
H: 3.733 1.946 -2.444
H: 3.968 4.721 -1.103
H: 5.232 2.036 -0.278
H: 4.297 3.189 0.632
H: 5.971 3.609 0.174
H: 5.147 4.682 -2.979
C: 2.466 -3.646 4.061
C: 2.463 -2.788 2.843
C: 1.769 -3.568 1.709
O: 1.711 -1.613 3.082
H: 1.470 -3.915 4.413
H: 2.972 -3.072 4.837
H: 3.012 -4.578 3.921
H: 3.486 -2.454 2.671
H: 1.052 -4.296 2.089
H: 2.502 -4.143 1.143
H: 1.279 -2.852 1.048
H: 1.668 -1.135 2.251
C: -5.121 1.185 -4.249
C: -4.013 1.430 -3.275
C: -4.410 2.399 -2.141
O: -3.601 0.206 -2.661
H: -6.037 0.769 -3.829
H: -4.757 0.518 -5.031
H: -5.408 2.085 -4.792
H: -3.199 1.920 -3.810
H: -4.716 3.374 -2.520
H: -3.625 2.482 -1.389
H: -5.240 2.032 -1.537
H: -2.828 0.461 -2.151
C: 4.270 -0.810 -1.294
O: 4.922 -1.387 -0.187
H: 3.487 -0.117 -0.987
H: 5.063 -0.278 -1.819
H: 3.821 -1.554 -1.953
H: 5.284 -2.179 -0.591
C: 0.090 4.946 -1.541
O: -0.982 4.383 -0.840
H: 0.921 4.241 -1.510
H: -0.228 5.169 -2.560
H: 0.444 5.813 -0.983
H: -0.640 3.582 -0.436
C: 4.541 0.664 2.664
O: 5.628 0.477 1.825
H: 3.615 0.528 2.105
H: 4.546 0.007 3.534
H: 4.598 1.691 3.024
H: 5.359 -0.165 1.163
C: 1.046 -3.589 -1.761
O: -0.152 -3.752 -1.023
H: 1.842 -4.290 -1.509
H: 0.821 -3.628 -2.827
H: 1.510 -2.626 -1.548
H: -0.373 -2.902 -0.636